116
Properties=species:S:1:pos:R:3 method="wB97M-V/def2-TZVPD" multiplicity=1 e_tot_ev=-92206.5908 e_homo_ha=-0.3733 mol_weight_g_mol=894.78 homo_lumo_gap_ha=0.178 total_charge=+1
C 61.541 52.519 43.958
C 59.905 52.710 44.066
C 59.527 53.532 42.830
C 58.030 53.580 42.624
C 57.385 52.229 42.577
C 57.773 51.168 43.554
N 59.156 51.371 44.014
O 59.600 50.478 44.852
C 57.787 49.764 42.943
C 56.905 51.186 44.830
C 59.707 53.391 45.468
H 61.806 51.961 43.085
H 61.729 51.550 44.684
H 62.064 53.314 44.113
H 60.176 53.213 42.121
H 59.986 54.479 42.822
H 57.819 54.131 41.804
H 57.493 54.076 43.438
H 57.687 51.935 41.556
H 56.353 52.475 42.657
H 58.149 49.905 41.892
H 56.742 49.441 42.847
H 58.113 49.055 43.374
H 56.897 50.433 45.616
H 55.801 51.312 44.741
H 57.112 52.080 45.568
H 60.131 52.702 46.186
H 58.656 53.616 45.809
H 60.275 54.306 45.721
N 57.371 46.297 46.710
C 56.489 46.643 47.778
C 55.403 47.568 47.282
C 55.839 47.798 45.798
C 57.056 46.830 45.510
H 58.017 45.585 46.820
H 56.754 46.218 48.695
H 54.469 48.115 47.905
H 55.113 48.200 44.897
H 57.849 46.741 44.616
C 53.807 54.193 45.139
N 54.061 55.142 44.060
O 53.124 55.992 43.878
O 55.112 55.289 43.480
H 52.927 53.471 44.896
H 53.742 54.378 46.168
H 54.929 53.610 45.398
C 55.890 53.308 38.116
N 55.268 54.343 38.906
O 55.494 54.396 40.099
O 54.239 54.973 38.479
H 56.454 52.586 38.911
H 56.371 53.643 37.385
H 55.048 52.685 37.622
C 60.935 52.552 38.403
N 61.042 51.618 39.515
O 61.950 50.793 39.532
O 60.007 51.484 40.146
H 60.714 52.032 37.379
H 62.073 52.985 38.196
H 60.287 53.288 38.650
C 52.425 50.401 44.273
N 53.391 50.422 43.218
O 54.080 49.515 43.092
O 53.651 51.508 42.617
H 51.573 49.723 44.205
H 52.222 51.452 44.363
H 52.847 49.932 45.135
C 56.724 56.652 47.659
N 57.213 55.469 46.885
O 57.537 55.639 45.742
O 57.251 54.306 47.363
H 56.949 57.564 47.110
H 57.008 56.721 48.585
H 55.688 56.406 47.896
C 59.012 49.332 48.134
N 59.131 50.785 48.372
O 60.181 51.158 48.733
O 58.149 51.492 48.243
H 59.163 48.675 48.917
H 59.737 49.073 47.460
H 58.054 48.977 47.493
C 64.265 48.871 41.878
N 63.432 49.039 43.104
O 64.053 48.958 44.197
O 62.287 49.362 42.908
H 64.965 49.557 42.055
H 63.555 49.256 41.142
H 64.651 47.857 41.767
C 55.554 52.138 49.878
N 55.013 52.134 48.495
O 54.380 53.123 48.092
O 55.247 51.100 47.818
H 54.897 51.763 50.618
H 55.953 53.185 49.987
H 56.423 51.529 49.964
C 64.879 54.846 48.076
N 63.486 54.571 47.907
O 62.911 53.975 48.900
O 62.819 55.026 47.038
H 65.294 54.409 47.326
H 65.390 54.550 48.964
H 64.881 55.870 48.032
C 57.343 56.979 40.902
N 58.739 57.381 40.708
O 59.056 58.220 39.896
O 59.600 56.817 41.381
H 57.333 56.535 41.859
H 57.047 56.288 40.027
H 56.717 57.955 40.915
C 55.041 45.435 41.375
N 56.224 46.378 41.278
O 55.982 47.569 41.149
O 57.327 45.954 41.572
H 54.575 45.548 40.380
H 54.509 45.907 42.202
H 55.002 44.323 41.536

***

119
Properties=species:S:1:pos:R:3 method="wB97M-V/def2-TZVPD" multiplicity=1 e_tot_ev=-243624.0610 e_homo_ha=-0.3625 mol_weight_g_mol=1356.59 smiles="NP(O)[C@@]1(Br)OS(=O)(=O)O[C@@H]1P(O)(O)=S.CCOC(=O)C(F)(F)F.CCOC(=O)C(F)(F)F.CCOC(=O)C(F)(F)F.CCOC(=O)C(F)(F)F.CCOC(=O)C(F)(F)F.CCOC(=O)C(F)(F)F.CCOC(=O)C(F)(F)F" homo_lumo_gap_ha=0.347
N -2.800 1.100 6.548
P -3.402 -0.194 5.633
O -4.807 0.359 5.071
C -2.298 -0.004 4.069
Br -2.853 1.621 3.028
O -0.972 0.234 4.486
S 0.071 -0.252 3.351
O 1.233 -0.714 4.023
O 0.150 0.707 2.300
O -0.801 -1.478 2.901
C -2.215 -1.323 3.246
P -3.131 -1.570 1.646
O -4.506 -0.795 1.881
O -2.268 -0.764 0.577
S -3.290 -3.417 1.237
H -2.460 1.874 5.978
H -2.009 0.753 7.087
H -4.800 1.285 4.787
H -2.420 -2.201 3.865
H -4.811 -0.263 1.136
H -2.386 0.198 0.579
C -0.212 -1.598 -1.995
C 0.391 -1.765 -3.368
O -0.625 -2.082 -4.355
C -1.348 -1.070 -4.801
O -1.272 0.083 -4.495
C -2.348 -1.584 -5.863
F -2.964 -2.700 -5.457
F -1.693 -1.865 -7.000
F -3.266 -0.665 -6.127
H -0.783 -2.485 -1.715
H 0.576 -1.443 -1.258
H -0.884 -0.741 -1.964
H 1.073 -2.612 -3.402
H 0.934 -0.876 -3.688
C 3.620 2.524 6.314
C 2.266 2.407 5.657
O 1.206 2.602 6.629
C 0.941 3.858 6.950
O 1.446 4.851 6.516
C -0.207 3.890 7.986
F -0.011 3.003 8.964
F -1.365 3.576 7.375
F -0.330 5.094 8.521
H 3.699 1.823 7.146
H 4.405 2.299 5.591
H 3.786 3.529 6.690
H 2.097 1.409 5.260
H 2.143 3.124 4.845
C 8.772 5.384 9.842
C 8.307 3.958 10.022
O 6.896 3.898 10.338
C 6.067 4.020 9.316
O 6.341 4.164 8.161
C 4.607 3.901 9.814
F 4.393 4.644 10.899
F 4.336 2.625 10.117
F 3.769 4.291 8.859
H 8.540 5.975 10.729
H 9.850 5.401 9.682
H 8.288 5.850 8.984
H 8.796 3.486 10.871
H 8.498 3.354 9.135
C 1.161 -3.652 5.171
C 0.462 -4.723 4.366
O 1.179 -5.978 4.412
C 1.000 -6.708 5.499
O 0.310 -6.458 6.444
C 1.806 -8.024 5.379
F 3.052 -7.795 4.956
F 1.210 -8.839 4.500
F 1.866 -8.641 6.553
H 2.188 -3.522 4.829
H 0.636 -2.707 5.061
H 1.183 -3.913 6.229
H 0.428 -4.465 3.310
H -0.560 -4.887 4.709
C -2.599 -1.182 -9.881
C -1.696 -1.256 -11.091
O -1.959 -0.171 -12.013
C -1.424 0.994 -11.698
O -0.742 1.256 -10.749
C -1.777 2.044 -12.778
F -3.073 2.005 -13.090
F -1.068 1.819 -13.887
F -1.488 3.265 -12.332
H -3.645 -1.165 -10.190
H -2.436 -2.050 -9.248
H -2.401 -0.283 -9.298
H -1.881 -2.159 -11.669
H -0.643 -1.239 -10.812
C -2.200 -4.959 -5.225
C -0.848 -4.535 -4.699
O -0.721 -4.816 -3.284
C -0.420 -6.066 -2.957
O -0.227 -6.989 -3.693
C -0.292 -6.175 -1.420
F -1.316 -5.578 -0.814
F 0.838 -5.568 -1.027
F -0.245 -7.445 -1.039
H -2.996 -4.482 -4.653
H -2.296 -4.664 -6.270
H -2.327 -6.039 -5.158
H -0.718 -3.457 -4.774
H -0.033 -5.022 -5.233
C -1.051 4.383 -9.230
C -2.543 4.589 -9.129
O -2.942 4.977 -7.793
C -2.774 6.250 -7.483
O -2.340 7.124 -8.175
C -3.276 6.501 -6.040
F -2.826 5.569 -5.196
F -4.616 6.472 -6.017
F -2.875 7.690 -5.607
H -0.716 3.654 -8.492
H -0.796 4.014 -10.219
H -0.513 5.315 -9.057
H -3.080 3.660 -9.313
H -2.899 5.335 -9.839

***

20
Properties=species:S:1:pos:R:3 method="wB97M-V/def2-TZVPD" multiplicity=1 e_tot_ev=-21257.4937 e_homo_ha="-0.3088 / -0.3088" mol_weight_g_mol=159.13 homo_lumo_gap_ha="0.303 / 0.303"
C 0.299 -2.823 -0.397
C -0.172 1.138 -0.251
C 1.201 0.475 -0.265
C -1.252 0.116 -0.597
C 1.196 -0.751 0.647
C -1.163 -1.092 0.340
N 0.157 -1.674 0.213
O 2.814 -1.507 -2.084
O 1.547 -3.211 -0.642
P 2.930 -2.791 -1.397
H -0.368 1.555 0.741
H -0.191 1.961 -0.969
H 1.449 0.157 -1.279
H 1.973 1.172 0.066
H -2.242 0.567 -0.524
H -1.110 -0.231 -1.623
H 2.171 -1.247 0.636
H 0.979 -0.454 1.680
H -1.322 -0.774 1.377
H -1.903 -1.848 0.076

***

11
Properties=species:S:1:pos:R:3 method="wB97M-V/def2-TZVPD" multiplicity=1 e_tot_ev=-20069.8151 e_homo_ha=-0.3867 mol_weight_g_mol=125.02 smiles="NOP(=O)=O.C=O" homo_lumo_gap_ha=0.395
N -1.077 -2.145 -0.144
O -0.969 -0.906 -0.818
P -1.358 0.429 -0.016
O -1.845 0.181 1.330
O -1.266 1.637 -0.804
H -0.130 -2.508 -0.053
H -1.441 -1.944 0.791
C 2.022 1.320 -0.077
O 1.529 0.460 0.597
H 1.484 1.813 -0.901
H 3.052 1.663 0.096

***

9
Properties=species:S:1:pos:R:3 method="wB97M-V/def2-TZVPD" multiplicity=1 e_tot_ev=-180778.0058 e_homo_ha=-0.4109 mol_weight_g_mol=320.00 homo_lumo_gap_ha=0.342
O -1.152 -0.411 -1.697
O -1.258 -1.182 0.691
O 1.479 -0.397 1.759
O 0.996 -1.024 -0.674
S -0.017 1.491 0.189
S -1.268 -0.155 -0.297
S 1.328 -0.098 0.362
Br -3.250 0.909 -0.051
Br 3.140 0.868 -0.282